{
  "formula": "Be4F3NO3",
  "method": "ωB97M-V/def2-TZVPD",
  "symbols": ["Be", "Be", "Be", "Be", "N", "O", "O", "O", "F", "F", "F"],
  "xyz": [[-1.038, -1.831, -2.976], [0.270, 1.584, 3.008], [-0.872, -2.437, 1.392], [2.332, 3.257, -1.108], [0.477, 0.013, -0.158], [-0.121, 0.185, 0.844], [0.364, -1.039, -0.706], [1.057, 0.897, -0.661], [-1.379, -0.418, 3.192], [-1.049, -3.435, -0.821], [-0.040, 3.225, -2.006]],
  "gap_ev": 5.11,
  "total_charge": 4,
  "e_tot_ha": -636.3931
}